# 1
{"formula": "C49H71BrN3O9P", "method": "the ωB97M-V functional and the def2-TZVPD basis", "species": ["Br", "P", "O", "O", "O", "O", "O", "O", "O", "O", "O", "N", "N", "N", "C", "C", "C", "C", "C", "C", "C", "C", "C", "C", "C", "C", "C", "C", "C", "C", "C", "C", "C", "C", "C", "C", "C", "C", "C", "C", "C", "C", "C", "C", "C", "C", "C", "C", "C", "C", "C", "C", "C", "C", "C", "C", "C", "C", "C", "C", "C", "C", "C", "H", "H", "H", "H", "H", "H", "H", "H", "H", "H", "H", "H", "H", "H", "H", "H", "H", "H", "H", "H", "H", "H", "H", "H", "H", "H", "H", "H", "H", "H", "H", "H", "H", "H", "H", "H", "H", "H", "H", "H", "H", "H", "H", "H", "H", "H", "H", "H", "H", "H", "H", "H", "H", "H", "H", "H", "H", "H", "H", "H", "H", "H", "H", "H", "H", "H", "H", "H", "H", "H", "H"], "xyz": [[-0.9022, -6.2193, -5.1084], [2.6095, 1.3786, -6.5656], [3.7617, 2.1819, -7.0558], [6.4114, 3.4112, -2.6283], [0.0406, -1.6824, 2.6966], [0.1114, 0.8070, -5.2958], [5.0123, 2.0508, -3.7356], [-3.6729, 2.9335, 6.4203], [-3.3343, -6.9735, -4.1221], [6.7681, -3.9549, -6.2256], [1.0865, -2.2722, -1.6500], [3.2755, -4.0328, -2.5216], [-3.7883, 4.1416, 6.8631], [-0.1287, -0.4759, 3.1306], [3.5433, -1.7047, -3.1940], [4.5797, -1.0839, -3.8785], [6.0491, -2.8467, -5.6592], [-2.1623, -3.4819, -4.1860], [-1.5127, -1.5726, -5.5129], [0.5270, -0.2554, -4.8924], [-0.1837, -2.2681, -3.6291], [-2.5457, 0.7355, 2.0365], [-2.6217, -0.2759, 3.1821], [-3.6821, 5.1204, 5.7363], [-1.0782, -4.7285, 0.2950], [1.9627, -0.5014, -4.5727], [1.1733, 0.1282, 1.1304], [-1.0609, -3.3155, -3.3349], [2.9989, 0.1482, -5.2622], [3.7862, -2.7205, -2.1000], [-6.2050, 5.4284, 5.8541], [-2.0220, -0.1640, -7.6716], [-1.3605, -3.6906, -0.8047], [-6.2716, 4.4183, 7.0009], [-0.4153, -1.3909, -4.6877], [-2.3741, -2.6302, -5.2508], [2.2218, -1.3952, -3.5486], [5.2735, 1.7589, -1.3676], [-1.4208, -1.6537, 4.8719], [-1.3366, -0.3983, 4.0091], [-4.7722, 5.4231, 8.7656], [5.4962, 0.5157, -5.5814], [-4.9960, 5.1671, 4.9580], [-4.9634, 4.2541, 7.7827], [6.0211, -1.3569, -3.5005], [-2.8653, -3.4035, -0.7849], [-0.8542, -4.2318, -2.1501], [-1.7882, -0.7411, -6.6481], [-2.5375, 4.7093, 4.8163], [-2.6850, -6.0058, -4.3029], [4.3145, -0.1625, -4.9099], [-3.1575, -4.5986, -3.9945], [6.7706, -2.3778, -4.4031], [5.8616, 1.8549, -4.9030], [-0.0118, 0.5054, 2.0088], [4.1669, -4.7542, -3.4334], [1.0545, -2.0108, -2.8280], [-1.2980, 0.5121, 1.1833], [-3.3208, 6.5306, 6.2397], [0.2850, 1.9282, 2.5210], [-1.2225, 0.7797, 4.9896], [-5.0518, 2.9983, 8.6449], [5.6339, 2.4937, -2.6237], [2.0234, 0.6330, -7.6104], [-5.3184, 2.1196, 8.0621], [-0.4880, -1.8232, 5.4110], [4.2287, -5.8019, -3.1431], [-0.2571, 0.7661, 5.4987], [-4.8827, 6.4043, 8.3126], [-1.1308, -4.2351, 1.2648], [-3.4414, -0.0120, 3.8536], [7.7243, -1.9472, -4.7148], [2.1103, 0.1602, 1.6899], [-1.2221, 1.2854, 0.4152], [5.6781, 2.6866, -5.5712], [6.5268, -0.3976, -3.5931], [-2.5340, 6.4848, 6.9935], [-2.6880, 3.7199, 4.3887], [-3.2246, -2.7562, -5.9050], [-4.0048, -4.4424, -4.6615], [-1.3062, -5.2114, -2.3067], [7.4269, -3.6097, -6.8354], [-5.1395, 4.2159, 4.4351], [5.0566, -3.2279, -5.4393], [-5.5205, 5.3625, 9.5558], [-0.5871, 2.4534, 2.9010], [5.1900, -4.3656, -3.4342], [6.1031, -1.6196, -2.4530], [7.0306, -3.2467, -3.8004], [-4.9242, 5.9385, 4.1880], [-1.8791, -5.4715, 0.2982], [-5.8205, 3.1414, 9.4043], [-1.5859, 4.7123, 5.3508], [-0.8659, -2.7680, -0.5212], [-3.1398, -3.1186, 0.2330], [-3.4405, -4.3030, -1.0072], [5.9834, 0.9504, -1.1973], [4.8473, -2.7982, -1.8536], [-1.3501, 1.7531, 4.5260], [-2.5696, 1.7563, 2.4280], [-1.6400, -2.5423, 4.2835], [-4.1048, 2.7997, 9.1481], [-1.9979, 0.7088, 5.7516], [-2.2367, 0.2700, -8.6166], [-3.4341, 0.6335, 1.4099], [-3.1484, -2.5678, -1.4261], [6.3692, -0.1234, -5.5181], [5.2976, 0.6760, -6.6314], [-2.2211, -1.5292, 5.6013], [-4.1618, 7.0818, 6.6505], [-7.0598, 4.7044, 7.7004], [-3.5490, -4.5713, -2.9826], [-6.1840, 6.4489, 6.2451], [-1.3930, -0.4438, 0.6559], [3.1812, -4.6078, -1.6949], [1.5850, 2.2005, -6.1051], [1.0632, -0.8657, 0.7013], [0.2166, -4.4159, -2.0642], [1.0452, 1.9090, 3.3029], [-6.5610, 3.4469, 6.5879], [-2.4699, 5.4197, 3.9922], [6.0092, -2.0621, -6.4118], [-7.1172, 5.3540, 5.2593], [-3.7889, 5.3696, 9.2350], [5.3538, 2.4410, -0.5265], [3.7975, -4.7438, -4.4597], [-2.9463, 7.1247, 5.4061], [3.2658, -2.4292, -1.1978], [1.2467, 0.8331, 0.3007], [0.6698, 2.5320, 1.6988], [-0.1185, -5.2224, 0.1630], [-2.8674, -1.2566, 2.7608], [4.2642, 1.3513, -1.3917], [6.8891, 1.8481, -4.5486]], "s2": 2.01, "orbital_gap_ev": [7.3499, 8.2289], "charge": 0, "multiplicity": 3}

***

# 2
{"formula": "C49H77N3O16S", "method": "the ωB97M-V functional and the def2-TZVPD basis", "species": ["S", "O", "O", "O", "O", "O", "O", "O", "O", "O", "O", "O", "O", "O", "O", "O", "O", "N", "N", "N", "C", "C", "C", "C", "C", "C", "C", "C", "C", "C", "C", "C", "C", "C", "C", "C", "C", "C", "C", "C", "C", "C", "C", "C", "C", "C", "C", "C", "C", "C", "C", "C", "C", "C", "C", "C", "C", "C", "C", "C", "C", "C", "C", "C", "C", "C", "C", "C", "C", "H", "H", "H", "H", "H", "H", "H", "H", "H", "H", "H", "H", "H", "H", "H", "H", "H", "H", "H", "H", "H", "H", "H", "H", "H", "H", "H", "H", "H", "H", "H", "H", "H", "H", "H", "H", "H", "H", "H", "H", "H", "H", "H", "H", "H", "H", "H", "H", "H", "H", "H", "H", "H", "H", "H", "H", "H", "H", "H", "H", "H", "H", "H", "H", "H", "H", "H", "H", "H", "H", "H", "H", "H", "H", "H", "H", "H"], "xyz": [[-5.7877, 1.0818, 0.9030], [10.3508, 6.2656, -3.7394], [-8.4082, -4.5563, 1.5447], [3.6169, 0.8711, -2.9603], [4.9390, 5.3384, -0.0309], [2.1520, 2.2108, -4.0417], [-0.9488, 0.4341, -6.8047], [-3.9534, 4.4239, 5.0247], [4.3468, 7.2667, 0.9869], [8.6756, 5.9374, -2.4183], [10.2753, 7.4019, -1.7883], [3.9538, 3.0871, -3.2381], [6.4242, 6.3869, 1.1345], [-2.0728, 3.2241, 4.6719], [-9.6070, -4.9627, -0.3266], [-8.6155, -3.0558, -0.1317], [-2.0460, 5.3554, 5.4183], [-4.1702, -0.8657, 2.4434], [4.9210, -6.8834, 0.4678], [-2.9535, -0.6400, -6.7746], [-7.7918, -2.1534, 0.6145], [1.7183, 0.0642, 2.0703], [-3.1308, 0.1993, 2.5689], [0.2792, -0.4432, 2.0902], [11.5853, 6.9213, -4.0332], [2.5091, -0.4015, 0.8221], [-4.3630, -1.2129, 1.0703], [4.4267, -6.6150, -0.7797], [-4.7190, 3.2952, 4.5921], [-5.3997, -0.4977, 3.0680], [-0.6631, 0.4864, 2.8855], [2.4269, -5.2164, 1.2887], [3.2722, 1.9462, -3.3739], [-7.4704, 0.7951, 3.0821], [-5.0790, -0.3954, 0.1911], [3.4178, -4.1275, 1.7196], [-9.9224, -6.2521, 0.2003], [-5.2451, -0.7114, -1.1499], [-2.6348, 4.2348, 5.0054], [-3.9847, -2.7169, -0.7776], [5.1905, 2.9486, -2.5338], [-0.6185, 5.2918, 5.4459], [-2.8556, 1.8527, -6.8502], [-1.9212, -0.2383, 3.3893], [-4.8718, -2.2221, -3.1132], [5.1533, 6.4162, 0.7241], [-3.6522, -2.8904, -3.7639], [2.7186, -2.7621, 1.8639], [-5.7735, -1.0506, 4.2912], [-2.1411, 0.5293, -6.8242], [1.3160, 1.0715, -4.2746], [4.2508, -6.9959, 1.7648], [-6.9744, -0.6920, 4.8976], [-3.8249, -2.3951, 0.5689], [6.7947, 7.4972, 1.9578], [7.9842, 6.2138, -1.1934], [3.3616, -1.6695, 1.0104], [-8.8330, -4.2220, 0.4701], [-2.9311, -1.1742, -5.3897], [6.6602, -6.8764, -0.9147], [3.6106, 5.2306, -0.5528], [-6.2733, 0.4275, 2.4782], [9.8116, 6.6127, -2.5701], [-7.8303, 0.2376, 4.3077], [2.7753, -6.6523, 1.7467], [-3.5867, -2.5424, -5.2619], [5.4892, -6.6009, -1.6456], [6.2678, -7.0572, 0.3890], [-4.6836, -1.8889, -1.6546], [-0.9293, 1.3526, 2.2792], [-2.0466, -0.0275, 4.4484], [-1.7759, -1.3067, 3.2439], [2.8825, 5.1604, 0.2530], [-6.8042, -2.5788, 0.7839], [-4.5409, 2.4369, 5.2385], [12.3371, 6.6788, -3.2844], [-3.5602, -3.6490, -1.1239], [-2.7230, -2.5551, -3.3090], [11.9078, 6.5500, -5.0016], [-7.6914, -1.2460, 0.0289], [3.3778, 6.0773, -1.1954], [-3.9042, -0.3154, -6.9316], [1.4589, -4.9746, 1.7264], [-3.7698, -3.9632, -3.6450], [7.7090, 7.2663, -1.1458], [2.3402, -6.8071, 2.7303], [-0.2229, 5.1072, 4.4489], [3.1525, 0.3898, 0.4430], [-3.5428, 1.1100, 2.9934], [-8.1254, 1.4962, 2.5853], [2.7049, -2.4480, 2.9071], [-8.2645, -1.9077, 1.5652], [3.8843, -4.3944, 2.6640], [0.9920, 0.6360, -3.3301], [-3.2848, -3.0523, 1.2319], [4.4068, -8.0018, 2.1467], [-0.2817, 4.5175, 6.1325], [-8.7607, 0.4812, 4.7941], [1.8123, -0.6104, 0.0093], [-7.2308, -1.1576, 5.8384], [-5.1389, -1.2956, -3.6183], [-2.1408, 2.6379, -7.0654], [6.8896, -7.2999, 1.2305], [7.6631, -6.9275, -1.2912], [0.4523, 1.4279, -4.8281], [7.8375, 7.3479, 2.2227], [-5.1082, -1.7707, 4.7433], [4.7529, -6.3070, 2.4392], [0.2583, -1.4008, 2.6034], [8.5967, 5.9433, -0.3377], [1.6759, -2.8412, 1.5598], [11.4448, 7.9991, -4.0877], [1.8398, 0.3280, -4.8713], [5.0190, 2.5876, -1.5209], [2.2725, -0.2800, 2.9421], [-4.4830, 3.0442, 3.5588], [6.6922, 8.4321, 1.4101], [5.6422, 3.9357, -2.4876], [-0.0935, -0.5104, 1.0692], [2.2589, -7.3413, 1.0758], [3.3827, -6.4682, -0.9618], [2.2704, -5.1926, 0.2146], [4.1813, -4.0325, 0.9486], [1.7656, 1.1533, 2.0921], [-10.4712, -6.1617, 1.1358], [-4.6040, -2.4584, -5.6454], [-1.9135, -1.2374, -5.0151], [-3.0342, -3.2926, -5.8184], [6.1914, 7.5219, 2.8627], [-2.7518, 0.3798, 1.5651], [-3.6385, 1.8228, -7.6042], [-0.0708, 0.8680, 3.7162], [-5.7357, -2.8772, -3.2299], [-10.5491, -6.7419, -0.5395], [-5.7629, 3.5867, 4.6608], [5.4306, -6.4021, -2.7010], [-5.8252, -0.0510, -1.7789], [-0.2745, 6.2602, 5.7968], [-9.0175, -6.8375, 0.3523], [3.5177, -2.1053, 0.0227], [3.5764, 4.3234, -1.1416], [7.0885, 5.6073, -1.1966], [-3.2688, 2.0399, -5.8609], [4.3449, -1.3934, 1.3937], [-3.4665, -0.4787, -4.7342], [5.8589, 2.2737, -3.0641]], "smiles": "CC(=O)NCCCCc1ccc2c(c1)Sc1ccccc1N2CCCCCCCCCCCCn1cccc1.COC(=O)OC.COC(=O)OC.COC(=O)OC.COC(=O)OC.COC(=O)OC", "orbital_gap_ev": 8.2802, "charge": 0}